Entry 1:
Computed, not measured: a 2-piece molecular cluster, C48H50Br2F3N3O2 overall in a non-equilibrium geometry, with wB97M-V/def2-TZVPD.

Values from the calculation:
HOMO level: -6.6611 eV
HOMO-LUMO gap: 5.24 eV
2S+1: 1
Charge: 0
LUMO: -1.42 eV
Electronic energy: -207387.2125 eV

```
108
Properties=species:S:1:pos:R:3:forces:R:3:lowdin_charge:R:1
Br 2.987038 9.033434 -1.291653 -0.394 -0.163 -0.148 0.76
Br 0.682971 5.981290 -5.638348 0.032 0.088 0.137 0.78
F 5.785578 1.665962 -1.264886 0.070 -0.785 0.840 0.11
F 5.870849 1.294926 0.902998 -0.028 -0.545 -1.049 0.11
F 6.545294 -0.261178 -0.512515 -0.596 0.675 0.219 0.12
O 2.458326 8.091243 -4.198343 -0.891 -0.792 0.843 0.00
O 4.697246 3.681232 3.422481 -0.167 0.373 -0.313 -0.08
N -1.729423 -2.252940 -0.259351 1.713 0.570 1.386 0.18
N -2.099172 -0.963814 -0.349889 1.052 -0.931 0.073 -0.02
N -0.379152 -2.224322 -0.154613 -2.977 1.314 -0.191 0.02
C 4.139097 4.514281 1.204096 0.026 -0.289 0.883 0.00
C 4.190843 0.175144 -0.345832 0.525 0.009 -0.236 -0.13
C -6.252924 -0.414274 -0.517330 0.114 0.044 -0.146 -0.05
C 0.833257 4.313886 -0.577706 -0.201 1.930 -1.403 0.05
C 5.630524 4.775504 3.614384 -0.183 -0.469 -0.242 -0.05
C -4.190876 -0.309355 0.746673 0.355 0.352 0.267 -0.11
C 0.428017 -4.432450 -3.059629 0.224 0.020 -0.023 -0.05
C -1.188006 1.283422 -0.666209 0.115 -0.874 0.056 -0.02
C -3.456352 -0.101841 2.082448 -0.049 -0.417 -0.388 -0.37
C 1.880791 0.753729 -0.219998 -0.446 -0.236 -0.212 0.00
C -3.414807 -0.958194 -3.985580 -0.038 0.143 0.006 -0.05
C 0.133338 -4.581377 -0.537453 0.405 0.128 -0.401 -0.12
C -1.537906 -5.702448 -2.118526 0.010 -0.126 0.251 -0.06
C 2.599205 3.086612 2.469781 0.665 0.338 0.472 0.01
C 1.134711 -4.792106 2.077213 -0.029 -0.123 -0.271 -0.03
C -4.121243 -3.197048 -3.005118 -0.106 -0.051 0.145 -0.06
C -5.570870 -0.135522 0.669211 -0.091 -0.054 -0.192 -0.03
C 1.852827 4.129887 0.401169 0.696 0.077 1.056 -0.23
C 0.915055 5.386186 -1.502922 -0.575 -0.628 1.263 -0.21
C 2.545049 -1.568769 -0.385459 -0.576 0.187 -0.084 0.00
C 1.601756 3.352816 1.569797 -0.013 0.274 -0.782 -0.03
C 1.008494 6.216300 -3.798490 -0.123 -0.255 1.088 -0.60
C 1.454567 6.644371 -1.056380 1.689 0.809 -0.378 -0.11
C 0.765799 -5.750688 -0.118171 0.060 0.067 0.362 -0.03
C 3.880138 -1.183662 -0.381200 -0.247 0.191 0.159 0.00
C 1.310884 -5.832327 1.165052 -0.020 -0.018 -0.046 -0.05
C -3.490745 -1.830860 -2.735336 0.266 0.317 0.493 -0.38
C -3.505004 -0.709935 -0.413948 -0.476 -0.652 0.110 -0.10
C -3.018596 1.343297 2.281524 0.018 0.285 -0.052 -0.06
C -1.006208 -0.080250 -0.436499 -1.766 1.559 -0.428 -0.22
C 1.499597 -0.603016 -0.279563 1.539 0.219 0.006 -0.12
C 1.859353 7.376299 -3.394225 0.875 0.539 -0.608 -0.48
C -4.278081 -0.613312 3.274539 0.054 -0.085 -0.097 -0.07
C 0.543274 5.309156 -2.888372 -0.154 0.309 -0.909 -0.07
C 0.104275 -2.581068 2.754378 -0.032 0.057 -0.496 -0.37
C 3.177711 4.646781 0.224691 -0.794 -0.029 -0.089 -0.02
C 0.098369 -0.919442 -0.268818 0.765 -2.217 0.212 -0.09
C -0.562066 -4.543074 -1.902648 -0.051 0.522 0.104 -0.38
C 1.295347 -1.788136 3.292385 0.184 0.085 -0.033 -0.05
C -0.686222 -3.245584 3.893091 -0.101 -0.094 -0.139 -0.06
C 5.601597 0.693068 -0.308597 0.391 0.446 -0.125 -0.51
C 0.500011 -3.613194 1.689336 0.161 0.429 -0.068 -0.12
C -5.559597 -0.895725 -1.629705 -0.252 -0.074 0.312 -0.03
C 3.202184 1.141949 -0.344481 -0.264 -0.170 0.301 0.01
C 1.965660 7.565813 -1.919363 -0.554 -0.781 -0.068 -0.59
C -4.189391 -1.121871 -1.564082 0.235 0.182 -0.576 -0.12
C 0.184358 -3.462624 0.321547 -0.519 -0.993 0.186 -0.11
C 3.846823 3.751024 2.361769 0.010 0.582 -0.294 -0.25
H 1.471894 -4.892396 3.111748 -0.145 -0.071 -0.345 0.12
H -2.455028 1.701614 1.413000 -0.074 -0.041 0.312 0.04
H -6.078194 -1.152036 -2.557771 0.011 0.084 0.415 0.12
H 1.921400 -2.421896 3.939598 -0.121 0.198 -0.185 0.09
H -5.115173 0.058816 3.505379 0.198 -0.156 0.012 0.07
H 0.589502 2.975968 1.738819 0.348 -0.080 -0.128 0.12
H 5.147743 5.761187 3.515567 0.000 -0.428 -0.085 0.10
H -1.156070 -2.480201 4.527730 0.218 -0.188 -0.115 0.08
H -0.104581 -4.294398 -4.010084 0.119 -0.063 0.203 0.08
H -0.032422 4.464509 -3.258182 0.132 -0.023 0.161 0.11
H -2.213437 1.649291 -0.622870 0.332 -0.015 -0.458 0.04
H 5.979481 4.651649 4.637626 0.073 0.018 -0.119 0.09
H 3.451909 5.176023 -0.689495 -0.234 -0.204 0.222 0.13
H -2.855362 -0.040190 -3.766395 -0.161 -0.122 -0.098 0.08
H 1.046858 -5.336520 -3.136019 -0.095 0.159 -0.018 0.08
H 1.099122 1.489875 -0.062465 0.284 -0.153 -0.258 0.06
H -3.890664 1.996336 2.421796 0.146 -0.109 0.023 0.09
H -4.417893 -0.682333 -4.337791 0.221 -0.047 -0.006 0.08
H -4.110014 -3.807229 -2.092477 -0.057 0.101 -0.184 0.08
H -1.166535 -3.632607 -1.890627 0.090 -0.228 -0.234 0.09
H -0.034592 -3.873792 4.519678 -0.220 0.206 -0.150 0.08
H -0.574564 -1.874152 2.258264 0.108 -0.062 0.094 0.11
H 1.915615 -1.406919 2.469485 -0.106 -0.056 0.239 0.07
H 2.423620 2.434743 3.320401 0.034 0.230 0.008 0.12
H -2.073744 -5.578696 -3.068465 0.202 -0.014 0.181 0.07
H 0.824100 -6.599455 -0.805751 -0.049 0.256 0.330 0.12
H 5.105782 5.020264 1.105116 -0.422 -0.357 -0.051 0.12
H 2.285584 -2.622835 -0.487279 0.217 0.276 0.084 0.10
H -1.485855 -3.877552 3.482587 0.173 0.121 0.150 0.09
H -2.889574 -1.495348 -4.785459 -0.160 0.116 0.100 0.08
H -2.285984 -5.730569 -1.317964 0.122 -0.054 -0.103 0.09
H 0.941606 -0.929481 3.881029 0.122 -0.241 -0.072 0.08
H 1.095983 -3.575395 -2.915592 -0.049 -0.116 -0.075 0.08
H -3.555975 -3.735681 -3.775119 -0.136 0.144 0.061 0.07
H 6.475345 4.694072 2.914107 -0.247 0.043 0.228 0.09
H -1.019279 -6.669285 -2.140465 -0.124 0.148 -0.028 0.08
H -4.679302 -1.613501 3.070150 0.035 0.185 0.065 0.09
H 4.677048 -1.922828 -0.412505 -0.203 0.114 -0.024 0.12
H -6.107735 0.199709 1.561601 0.096 -0.177 -0.417 0.11
H -0.047400 3.680540 -0.558045 0.358 -0.488 -0.429 0.10
H -2.372001 1.420657 3.164866 -0.156 0.050 -0.104 0.08
H 3.471751 2.191836 -0.427382 -0.091 -0.185 0.260 0.11
H 1.555957 6.848309 0.007731 -0.007 -0.283 -0.144 0.12
H -7.335566 -0.295305 -0.570735 0.283 0.057 0.035 0.11
H 1.825808 -6.738904 1.476471 -0.093 0.157 -0.060 0.11
H -5.162616 -3.094152 -3.338161 0.227 -0.092 0.019 0.08
H -2.463839 -2.009253 -2.406546 -0.116 -0.021 -0.232 0.10
H -3.634978 -0.686215 4.160374 -0.168 0.113 -0.123 0.08
H -2.546049 -0.717709 2.034028 -0.168 0.094 -0.009 0.11
H -0.415209 1.834274 -1.190849 -0.284 -0.060 0.309 0.02
```
Forces are in eV/Å.

Entry 2:
Computed, not measured: C48H51AsCl4CuNO2P2 as an isolated structure, with wB97M-V/def2-TZVPD.

Values from the calculation:
HOMO level (alpha / beta): -4.1514 / -4.1071 eV
HOMO-LUMO gap (alpha / beta): 6.54 / 6.39 eV
2S+1: 2
Charge: -1
LUMO (alpha / beta): 2.39 / 2.28 eV
Electronic energy: -230338.2890 eV

```
110
Properties=species:S:1:pos:R:3:forces:R:3:mulliken_spin:R:1
As 0.832938 0.514589 2.295351 0.134 0.078 0.436 0.00
Cu -0.176995 -0.192893 -1.288745 0.109 0.140 0.406 0.79
Cl 2.122428 3.724392 -6.103448 0.059 0.067 -0.014 0.00
Cl 0.292795 1.714662 -7.669068 -0.007 0.032 -0.075 0.00
Cl 2.445196 3.418853 -2.991063 0.046 0.027 0.103 0.00
Cl -1.223015 -0.543530 -6.089445 -0.012 -0.001 0.024 0.00
P -2.258079 1.216575 -1.222085 -0.625 0.205 0.514 -0.01
P 1.605330 -1.958786 -1.558095 0.229 -0.759 0.186 -0.07
O 0.906119 1.216916 -1.846564 0.293 0.304 -0.250 0.11
O -0.712142 -0.520949 -3.217736 0.281 0.247 -0.600 0.00
N -1.156500 -1.456258 -0.273203 -0.174 -0.235 -0.069 -0.01
C 1.609230 2.988448 1.064290 -0.100 -0.289 -0.067 -0.01
C 4.419656 -1.423960 4.773489 0.037 -0.017 -0.025 0.00
C -2.376630 2.928527 -0.465985 0.272 -0.188 -0.083 0.03
C -1.755826 -3.840117 -0.260084 -0.006 0.196 -0.034 0.01
C -0.203159 0.582704 -5.250080 -0.002 0.050 0.034 -0.01
C 1.948485 4.472180 3.381571 0.017 0.017 0.009 0.00
C -2.184387 1.724298 5.066068 -0.034 0.019 0.057 0.00
C -4.189045 0.464003 0.667506 0.045 -0.108 0.012 -0.01
C -1.370007 -5.159986 -0.206443 0.049 0.025 -0.006 -0.01
C 2.548199 -1.791028 -4.196932 0.022 -0.050 0.116 0.01
C 3.239477 -2.314022 -0.708639 -0.214 0.351 0.029 0.04
C 0.609093 -3.326014 -3.825936 0.019 -0.060 0.098 0.00
C -2.650616 0.516952 5.562047 -0.028 0.014 -0.002 0.00
C 4.556550 -0.148765 4.248222 0.069 -0.012 0.056 0.00
C 3.217444 -2.099032 4.618753 0.001 -0.002 0.051 0.00
C -2.041014 2.880352 1.022507 -0.129 0.036 -0.127 0.00
C 0.765563 1.340066 -3.147764 0.053 0.234 -0.337 -0.02
C -0.822244 -2.784323 -0.424730 -0.030 -0.437 0.194 0.04
C -3.334907 2.108377 -3.657364 -0.009 0.009 0.068 0.00
C 1.960586 4.328785 0.980877 0.079 0.101 0.041 0.00
C -3.656835 1.214532 -2.461798 0.368 -0.220 -0.176 0.04
C 2.120160 5.072977 2.139966 0.024 -0.011 -0.042 0.00
C 0.489449 -3.180809 -0.795528 -0.050 0.074 0.015 -0.02
C -3.898644 -0.234000 -2.894678 0.021 0.008 0.061 0.00
C -0.090310 0.427235 -3.863387 -0.192 -0.207 -0.118 0.02
C 4.271601 -1.263097 -1.133318 -0.015 -0.129 -0.046 0.00
C -0.032370 -5.513152 -0.366249 0.039 -0.170 -0.058 0.01
C 3.496839 0.456119 3.586336 -0.087 0.038 -0.061 0.00
C 0.862781 -4.521949 -0.717850 -0.103 0.047 0.066 -0.01
C -0.564613 0.571625 3.686281 -0.156 0.127 -0.033 0.00
C -2.091235 -0.665015 5.103381 -0.020 -0.037 0.048 0.00
C 0.472778 1.586121 -5.953824 0.053 0.016 0.154 0.00
C -4.035739 -1.444028 2.077900 0.000 -0.021 -0.024 0.00
C 1.287000 2.464136 -5.261897 -0.054 -0.091 -0.108 0.00
C -1.156139 1.749736 4.135492 0.090 0.029 -0.087 0.00
C 2.277535 -0.200757 3.444318 0.089 -0.096 -0.185 0.00
C 1.906461 -2.783237 -3.222957 -0.209 0.323 -0.052 0.04
C -2.309262 -1.063883 0.390358 -0.316 -0.052 0.182 0.02
C 2.164922 -1.494228 3.952197 -0.102 0.052 -0.080 0.00
C -2.983791 0.132022 0.051656 0.099 -0.024 -0.058 -0.01
C 1.606918 3.131396 3.461902 0.042 -0.018 0.074 0.00
C -4.740825 -0.321750 1.659271 -0.153 0.083 0.072 0.00
C 1.410942 2.382322 2.303328 -0.043 0.085 -0.095 0.00
C 1.428071 2.324396 -3.874262 -0.075 0.043 0.047 0.00
C -1.068785 -0.632766 4.169665 0.115 -0.057 -0.108 0.00
C -2.850831 -1.796015 1.471880 0.153 -0.028 -0.056 0.00
C 3.026123 -2.241670 0.795891 -0.011 -0.070 -0.117 -0.01
C -1.349495 3.806886 -1.191980 -0.109 -0.040 -0.040 0.01
H -0.137697 -2.532981 -3.866373 -0.030 -0.013 -0.091 0.00
H -0.349097 3.394803 -1.047958 0.018 0.035 -0.040 -0.01
H -2.316110 -2.666000 1.825098 -0.001 -0.031 0.026 0.00
H 2.705451 -1.233460 1.048511 0.015 0.045 0.138 0.00
H 1.481956 2.400380 0.157957 -0.007 0.093 -0.063 0.00
H -2.802889 -3.587216 -0.179663 -0.027 -0.043 0.084 0.00
H 3.586195 -3.312661 -0.991705 -0.057 0.001 -0.037 0.00
H 5.114232 -1.255289 -0.437193 0.014 -0.010 -0.008 0.00
H -4.640916 -0.282241 -3.695404 -0.019 0.052 0.005 0.00
H -1.121329 2.309969 1.166801 0.026 0.055 0.075 0.00
H 3.815968 -0.269723 -1.134000 0.076 0.039 -0.001 0.00
H 5.498593 0.377153 4.345326 -0.007 0.014 -0.009 0.00
H 2.077411 5.055442 4.285400 0.031 -0.034 0.015 0.00
H -0.817084 2.702658 3.753465 -0.039 0.020 -0.001 0.00
H -4.254727 -0.829433 -2.052854 -0.042 -0.043 -0.039 0.00
H 2.754731 -2.286046 -5.148735 0.024 0.009 -0.011 0.00
H -1.533664 3.840730 -2.266279 0.069 0.055 -0.009 0.00
H -0.667136 -1.566000 3.797729 -0.117 -0.036 -0.006 0.00
H 0.203767 -4.150024 -3.239500 -0.009 -0.020 -0.016 0.00
H 0.284247 -6.545180 -0.283296 0.002 0.004 -0.036 0.00
H -4.709322 1.360112 0.345477 0.016 0.037 0.032 0.00
H -2.397014 1.804134 -4.126407 -0.014 0.019 -0.035 0.00
H 0.795489 -3.688021 -4.840555 0.026 0.031 -0.018 0.00
H 1.251655 -2.051875 3.791601 0.062 -0.066 0.049 0.00
H 4.662151 -1.463595 -2.130263 0.022 0.078 0.004 0.00
H -1.881987 3.892768 1.405240 0.077 -0.014 0.015 0.00
H -4.421851 -2.057206 2.883603 0.029 0.011 0.043 0.00
H 1.885611 -4.792727 -0.957404 0.006 -0.005 -0.015 0.00
H -3.250385 3.155228 -3.361090 0.005 0.012 -0.050 0.00
H -2.463298 -1.617012 5.461739 0.011 -0.011 -0.012 0.00
H 1.867247 -0.962508 -4.386537 0.025 0.013 -0.069 0.00
H 2.106620 4.788440 0.011385 -0.015 -0.042 -0.024 0.00
H 3.629542 1.442664 3.161204 0.027 0.005 0.029 0.00
H -5.688549 -0.060099 2.112899 0.017 0.018 0.011 0.00
H 2.251594 -2.935211 1.121018 0.004 0.005 0.106 0.00
H 3.948102 -2.459949 1.340718 0.015 0.048 0.004 0.00
H 1.501773 2.659882 4.432601 -0.054 0.026 -0.001 0.00
H -2.621013 2.656229 5.404464 -0.012 0.001 -0.020 0.00
H -3.456038 0.496564 6.285542 0.005 0.000 0.003 0.00
H -2.823350 2.404705 1.609461 0.023 -0.017 0.055 0.00
H 3.479816 -1.374949 -3.814262 0.007 0.015 -0.066 0.00
H -3.385543 3.330117 -0.614022 -0.010 -0.058 -0.014 0.00
H -1.368544 4.828162 -0.802216 -0.009 0.008 -0.003 0.00
H 2.393804 6.119331 2.081392 -0.027 0.008 -0.013 0.00
H -2.966428 -0.673887 -3.254089 -0.029 -0.005 -0.072 0.00
H -4.549610 1.600218 -1.956356 0.067 0.003 0.098 0.00
H 5.251988 -1.901125 5.275549 -0.005 0.016 0.023 0.00
H 2.601219 -3.611035 -3.037200 -0.016 0.018 0.066 0.00
H -4.128631 2.034690 -4.404567 0.001 -0.006 -0.012 0.00
H 3.104974 -3.106358 5.000281 -0.005 -0.002 -0.002 0.00
H -2.119152 -5.926731 -0.045898 -0.012 0.008 -0.006 0.00
```
Forces are in eV/Å.